Entry from OMol25: a structure of composition C45H41BaF5N5O5PS3SbSe in a non-equilibrium geometry (ωB97M-V with the def2-TZVPD basis set).

Computed properties:
**ΔE to the lowest compared entry with this formula, charge and spin**: 0.00 kJ/mol
**Electronic energy**: -7092.06950 hartree
**Expectation value of S²**: 0.7813

```
! wB97M-V def2-TZVPD RIJCOSX def2/J DEFGRID3
* xyz -2 2
Ba 0.48 1.29 -0.02
O 0.45 -5.53 3.97
C 0.06 -4.47 4.73
O -0.39 -4.70 5.83
C 0.25 -3.13 4.15
C -0.07 -2.02 4.94
C 0.08 -0.73 4.48
C 0.59 -0.48 3.18
C 0.90 -1.61 2.38
C 0.73 -2.89 2.85
N 0.82 0.74 2.64
C 0.74 1.89 3.33
C 0.98 3.19 2.74
C 0.78 4.36 3.50
C 0.99 5.59 2.95
C 1.42 5.69 1.62
C 1.62 4.51 0.92
N 1.41 3.31 1.45
H 0.81 -5.21 3.13
H -0.46 -2.20 5.93
H -0.21 0.10 5.12
H 1.32 -1.44 1.40
H 0.98 -3.69 2.17
H 0.50 1.90 4.39
H 0.44 4.26 4.53
H 0.81 6.48 3.53
H 1.60 6.64 1.14
H 1.96 4.53 -0.10
C -2.07 7.14 -2.43
C -2.24 5.68 -2.77
O -2.36 4.95 -1.55
P -1.81 3.44 -1.43
S -2.06 2.97 0.51
S 0.04 3.30 -2.23
O -2.86 2.71 -2.39
C -2.60 1.65 -3.32
C -3.27 1.98 -4.63
H -2.05 7.74 -3.34
H -1.15 7.30 -1.88
H -2.90 7.49 -1.81
H -1.38 5.31 -3.34
H -3.14 5.50 -3.36
H -2.99 0.73 -2.87
H -1.52 1.53 -3.44
H -4.35 2.06 -4.51
H -3.06 1.19 -5.35
H -2.89 2.92 -5.02
F 9.55 3.97 -1.43
C 8.52 3.68 -0.62
C 8.29 2.38 -0.21
F 9.10 1.40 -0.64
C 7.23 2.10 0.64
F 7.10 0.80 0.98
C 6.36 3.06 1.13
Se 4.91 2.65 2.33
C 6.62 4.35 0.69
F 5.86 5.38 1.08
C 7.67 4.67 -0.16
F 7.88 5.95 -0.54
S -2.19 -0.07 -0.19
Sb -2.32 -2.33 -0.60
C -2.73 -3.18 1.30
C -2.73 -4.56 1.53
C -3.03 -5.06 2.79
C -3.33 -4.19 3.83
C -3.33 -2.82 3.61
C -3.02 -2.32 2.35
C -4.17 -2.71 -1.51
C -4.26 -3.20 -2.81
C -5.51 -3.38 -3.40
C -6.66 -3.06 -2.69
C -6.56 -2.55 -1.40
C -5.32 -2.37 -0.81
C -0.96 -3.77 -1.23
C 0.40 -3.64 -0.95
C 1.28 -4.65 -1.29
C 0.82 -5.80 -1.91
C -0.53 -5.94 -2.18
C -1.42 -4.94 -1.84
H -2.49 -5.25 0.73
H -3.00 -6.12 2.97
H -3.53 -4.58 4.82
H -3.53 -2.14 4.42
H -2.99 -1.25 2.18
H -3.37 -3.41 -3.39
H -5.58 -3.76 -4.41
H -7.63 -3.20 -3.14
H -7.46 -2.28 -0.86
H -5.25 -1.97 0.19
H 0.77 -2.74 -0.48
H 2.34 -4.52 -1.08
H 1.52 -6.59 -2.17
H -0.89 -6.84 -2.66
H -2.47 -5.07 -2.06
N -1.32 -1.50 -5.69
C -1.10 -1.46 -4.55
N -0.97 -1.51 -3.24
C 0.05 -0.93 -2.66
N 0.85 -0.48 -1.95
C 4.64 0.53 -1.32
C 3.97 -0.02 -0.09
O 2.97 0.86 0.39
H 5.43 -0.14 -1.67
H 5.09 1.50 -1.11
H 3.93 0.66 -2.14
H 4.70 -0.18 0.71
H 3.47 -0.97 -0.32
H 3.39 1.55 0.96
*
```



Entry from OMol25: a structure of composition C45H42AsFN16O3SSc in a non-equilibrium geometry (ωB97M-V with the def2-TZVPD basis set).

Computed properties:
**ΔE to the lowest compared entry with this formula, charge and spin**: 40.09 kJ/mol
**Electronic energy**: -6336.32704 hartree

```
! wB97M-V def2-TZVPD RIJCOSX def2/J DEFGRID3
* xyz 1 1
Sc 0.07 -0.69 1.29
C 0.97 -3.87 4.92
C 0.99 -2.72 3.96
N -0.03 -2.35 3.28
N -1.17 -3.06 3.48
C -2.36 -2.60 3.02
N -3.38 -3.45 3.21
S -2.55 -1.11 2.31
C 2.23 -1.93 3.76
C 3.20 -1.85 4.75
C 4.32 -1.08 4.53
C 4.46 -0.44 3.31
C 3.44 -0.57 2.38
N 2.35 -1.30 2.60
H 0.52 -4.75 4.46
H 1.98 -4.15 5.20
H 0.41 -3.61 5.82
H -1.13 -3.95 3.95
H -3.25 -4.38 3.56
H -4.28 -3.18 2.87
H 3.06 -2.36 5.70
H 5.08 -0.98 5.29
H 5.32 0.16 3.08
H 3.50 -0.08 1.41
F -1.00 5.98 0.60
C -1.38 5.06 -0.30
C -1.33 3.74 0.06
C -1.65 2.76 -0.88
C -1.50 1.35 -0.52
O -1.09 1.07 0.62
C -1.80 0.40 -1.54
C -2.23 0.84 -2.74
N -2.37 2.14 -3.09
C -2.83 2.49 -4.42
C -4.19 3.11 -4.57
C -3.94 1.70 -5.02
C -2.06 3.13 -2.16
C -2.13 4.48 -2.49
C -1.78 5.46 -1.58
N -1.86 6.83 -1.98
C -1.09 7.24 -3.15
C -1.96 8.22 -3.95
N -2.94 8.84 -2.99
C -2.25 9.21 -1.70
C -1.88 7.90 -0.98
C -1.72 -1.08 -1.32
O -2.33 -1.82 -2.08
O -1.03 -1.44 -0.29
H -1.00 3.46 1.05
H -2.47 0.11 -3.51
H -2.04 2.83 -5.07
H -4.32 3.89 -5.31
H -4.77 3.24 -3.67
H -3.87 1.50 -6.08
H -4.38 0.90 -4.44
H -2.48 4.78 -3.47
H -0.86 6.38 -3.77
H -0.15 7.70 -2.87
H -2.53 7.74 -4.73
H -1.37 9.03 -4.39
H -3.63 8.13 -2.77
H -3.41 9.64 -3.41
H -2.91 9.82 -1.11
H -1.38 9.79 -1.98
H -2.62 7.66 -0.22
H -0.92 8.04 -0.47
N 1.63 2.39 1.03
C 1.03 2.08 2.23
N 0.74 2.99 3.14
N 0.17 2.27 4.15
N 0.12 1.02 3.85
N 0.67 0.86 2.61
C 1.86 1.49 0.02
N 2.46 1.80 -1.11
N 2.51 0.62 -1.79
N 1.97 -0.32 -1.12
N 1.54 0.20 0.08
H 1.93 3.34 0.90
C 1.12 -4.74 -4.17
C -0.06 -4.44 -3.50
C -0.02 -3.95 -2.20
C 1.20 -3.77 -1.57
C 2.38 -4.05 -2.24
C 2.34 -4.54 -3.54
As 1.22 -3.11 0.27
C 0.34 -4.65 1.08
C -1.02 -4.95 1.05
C -1.49 -6.08 1.70
C -0.60 -6.91 2.39
C 0.76 -6.61 2.42
C 1.24 -5.48 1.76
C 2.66 -5.05 1.67
C 3.73 -5.68 2.28
C 5.02 -5.18 2.11
C 5.23 -4.05 1.33
C 4.16 -3.40 0.73
C 2.88 -3.90 0.90
H 1.09 -5.12 -5.18
H -1.02 -4.58 -3.99
H -0.95 -3.69 -1.71
H 3.34 -3.90 -1.76
H 3.26 -4.76 -4.06
H -1.71 -4.30 0.52
H -2.54 -6.34 1.66
H -0.96 -7.80 2.89
H 1.45 -7.27 2.93
H 3.58 -6.56 2.89
H 5.86 -5.68 2.58
H 6.24 -3.67 1.19
H 4.32 -2.51 0.13
*
```



Entry from OMol25: a structure of composition C45H42BaBrClN12O14P2S in a non-equilibrium geometry (ωB97M-V with the def2-TZVPD basis set).

Computed properties:
**ΔE to the lowest compared entry with this formula, charge and spin**: 97.19 kJ/mol
**Electronic energy**: -7591.34994 hartree

```
! wB97M-V def2-TZVPD RIJCOSX def2/J DEFGRID3
* xyz -2 1
Ba -0.25 0.31 1.35
O -2.21 4.07 2.60
P -1.91 2.49 2.94
O -2.22 2.26 4.36
O -0.57 2.23 2.35
O -3.09 1.77 2.07
P -2.90 1.68 0.46
O -4.44 1.21 0.10
O -2.71 3.02 -0.14
O -2.02 0.54 0.09
H -3.08 4.24 2.94
H -4.91 2.04 0.03
Br -6.63 -4.99 -3.77
C -6.30 -5.01 -1.89
C -6.35 -6.21 -1.20
C -6.18 -6.23 0.16
C -5.92 -5.03 0.87
C -5.87 -3.83 0.13
C -6.07 -3.81 -1.23
N -5.99 -5.04 2.22
N -5.56 -4.18 3.04
C -4.48 -3.40 2.98
C -4.52 -2.30 3.89
C -3.57 -1.33 3.93
C -2.42 -1.36 3.08
O -1.53 -0.50 3.11
C -2.28 -2.55 2.23
N -1.12 -2.65 1.57
C -0.84 -3.76 0.93
C -1.70 -4.86 0.92
C -2.93 -4.75 1.54
C -3.27 -3.56 2.20
H -6.53 -7.13 -1.75
H -6.25 -7.16 0.70
H -5.72 -2.90 0.66
H -6.02 -2.88 -1.77
H -5.41 -2.23 4.50
H -3.66 -0.48 4.59
H 0.13 -3.81 0.44
H -1.40 -5.78 0.45
H -3.60 -5.60 1.54
S 4.86 6.69 -0.56
N 5.12 5.31 0.28
C 4.05 4.54 0.16
C 3.87 3.25 0.74
C 4.86 2.61 1.49
C 4.62 1.34 1.96
C 3.39 0.74 1.68
N 2.45 1.33 0.98
C 2.65 2.56 0.51
C 1.62 3.16 -0.34
N 0.56 2.42 -0.62
C -0.34 2.86 -1.47
C -0.25 4.11 -2.08
C 0.83 4.92 -1.79
C 1.81 4.43 -0.92
C 3.02 5.14 -0.65
N 3.36 6.33 -1.11
H 5.79 3.14 1.66
H 5.36 0.82 2.54
H 3.17 -0.28 1.97
H -1.16 2.20 -1.68
H -1.02 4.44 -2.77
H 0.95 5.90 -2.23
C 0.55 3.79 -10.16
C 1.12 3.55 -8.79
C 0.39 2.92 -7.80
C 0.91 2.70 -6.53
C 2.21 3.11 -6.23
N 2.80 2.95 -4.99
C 2.55 2.07 -3.94
O 2.97 2.33 -2.83
N 1.90 0.92 -4.30
C 1.30 -0.03 -3.47
C 0.55 -1.04 -4.07
C -0.11 -1.94 -3.25
C -0.04 -1.77 -1.87
N 0.70 -0.83 -1.31
C 1.38 0.00 -2.08
C 2.94 3.77 -7.22
C 2.40 3.99 -8.47
H -0.42 3.32 -10.25
H 1.21 3.38 -10.92
H 0.44 4.86 -10.35
H -0.62 2.59 -8.01
H 0.29 2.25 -5.78
H 3.48 3.65 -4.73
H 1.76 0.78 -5.29
H 0.49 -1.11 -5.15
H -0.69 -2.74 -3.67
H -0.58 -2.41 -1.20
H 2.00 0.72 -1.57
H 3.94 4.12 -6.99
H 2.99 4.50 -9.23
O 2.58 -4.52 1.46
Cl 3.06 -3.56 0.52
O 2.16 -3.50 -0.60
O 4.35 -3.97 0.05
O 3.16 -2.29 1.14
C -0.17 0.35 5.85
N 0.88 -0.63 6.06
C 0.76 -1.42 7.25
C 1.77 -0.89 5.06
O 1.69 -0.41 3.95
N 2.81 -1.77 5.44
C 3.72 -1.32 6.47
C 3.48 -2.44 4.34
H -0.13 1.09 6.65
H -1.15 -0.12 5.83
H -0.03 0.84 4.89
H -0.28 -1.74 7.37
H 1.03 -0.85 8.15
H 1.39 -2.30 7.19
H 3.27 -0.55 7.08
H 4.64 -0.91 6.03
H 4.01 -2.17 7.10
H 2.77 -2.60 3.53
H 3.86 -3.40 4.70
H 4.31 -1.85 3.94
*
```



Entry from OMol25: a structure of composition C45H42Cl3N4O9P2Tc in a non-equilibrium geometry (ωB97M-V with the def2-TZVPD basis set).

Computed properties:
**Electronic energy**: -4780.00363 hartree
**Expectation value of S²**: 3.7886

```
! wB97M-V def2-TZVPD RIJCOSX def2/J DEFGRID3
* xyz 1 4
Tc 0.33 0.30 0.11
C -2.39 1.91 -0.43
P -1.62 0.49 -1.34
C 0.85 -0.05 -3.32
C 2.23 -0.20 -3.41
C 2.77 -1.30 -4.06
C 1.93 -2.25 -4.62
C 0.56 -2.13 -4.49
C 0.02 -1.03 -3.84
C -3.07 -0.53 -1.70
C -3.64 -1.26 -0.67
C -4.84 -1.93 -0.87
C -5.46 -1.87 -2.11
C -4.89 -1.14 -3.14
C -3.70 -0.47 -2.94
C -2.42 1.38 0.95
C -3.41 1.40 1.90
C -2.99 0.53 2.93
C -1.76 0.02 2.55
C -0.99 -0.97 3.36
P -0.26 -2.26 2.30
C 0.80 -3.26 3.37
C 1.80 -2.62 4.09
C 2.63 -3.35 4.91
C 2.46 -4.72 5.03
C 1.45 -5.36 4.33
C 0.62 -4.63 3.49
C -1.50 -3.27 1.45
C -2.67 -3.67 2.08
C -3.58 -4.45 1.38
C -3.31 -4.84 0.08
C -2.14 -4.45 -0.54
C -1.23 -3.67 0.15
N -1.40 0.54 1.33
H -3.39 2.13 -0.81
H -1.74 2.78 -0.55
H 2.88 0.53 -2.96
H 3.84 -1.39 -4.14
H 2.35 -3.09 -5.16
H -0.10 -2.87 -4.90
H -1.05 -0.95 -3.75
H -3.15 -1.30 0.29
H -5.28 -2.49 -0.06
H -6.40 -2.39 -2.27
H -5.38 -1.08 -4.10
H -3.26 0.13 -3.73
H -4.33 1.95 1.87
H -3.51 0.29 3.84
H -1.64 -1.41 4.12
H -0.14 -0.50 3.87
H 1.95 -1.55 3.97
H 3.42 -2.85 5.46
H 3.12 -5.29 5.67
H 1.32 -6.42 4.43
H -0.16 -5.13 2.93
H -2.86 -3.37 3.10
H -4.49 -4.76 1.87
H -4.02 -5.47 -0.45
H -1.93 -4.76 -1.55
H -0.31 -3.36 -0.32
O 2.91 -0.47 0.74
O 2.22 -0.23 -0.44
Cl 4.81 -2.86 -0.67
C 3.19 -2.87 0.06
Cl 2.96 -4.35 1.00
Cl 1.99 -2.82 -1.22
C 3.25 -1.70 1.07
O 3.72 -1.90 2.15
O 0.57 -1.54 1.26
C 1.48 4.16 0.01
N 1.60 4.09 1.45
C 1.81 5.37 2.11
C 2.52 5.17 3.44
C 1.73 4.15 4.24
N 1.56 2.94 3.46
C 1.39 1.72 4.21
C 1.50 2.92 2.11
O 1.37 1.83 1.52
H 2.40 4.54 -0.43
H 0.66 4.84 -0.26
H 1.27 3.17 -0.38
H 0.85 5.87 2.27
H 2.41 6.00 1.45
H 2.60 6.11 3.97
H 3.53 4.79 3.26
H 0.75 4.57 4.51
H 2.25 3.90 5.16
H 2.17 1.62 4.96
H 1.47 0.89 3.50
H 0.41 1.71 4.70
O -1.18 1.12 -2.72
C 0.28 1.25 -2.74
O 0.68 1.52 -1.48
C 0.68 2.36 -3.70
C 1.89 3.02 -3.47
C 2.36 3.96 -4.37
C 1.64 4.24 -5.52
C 0.43 3.61 -5.72
C -0.06 2.66 -4.82
N -0.36 3.92 -6.89
O 0.17 4.58 -7.76
O -1.50 3.50 -6.92
H 2.44 2.79 -2.57
H 3.30 4.46 -4.19
H 2.00 4.95 -6.25
H -1.01 2.18 -5.03
*
```



Which value of electronic energy does entry 3 give? -7591.34994 hartree



electronic energy of number 4 (C45H42Cl3N4O9P2Tc)? -4780.00363 hartree